1.
Formula: C26H53N2O17S4
Source: the OMol25 dataset
Level of theory: the ωB97M-V functional and the def2-TZVPD basis

Geometry as XYZ:
```
102
Properties=species:S:1:pos:R:3:forces:R:3:mulliken_charge:R:1
C -0.782075 0.185359 6.671217 -0.4 0.1 0.1 -1.07
C -1.644254 1.254362 5.948534 0.7 -0.9 0.6 -0.37
N -1.340022 1.252715 4.508013 -0.8 1.2 0.1 0.24
C -2.513253 1.476749 3.653008 0.0 -1.1 -0.8 -0.62
C -2.231565 0.862019 2.239606 -0.1 0.7 0.7 -0.76
C -0.266491 2.130967 4.193906 1.8 -1.0 -0.7 -0.44
S 1.208217 1.472130 3.861639 -1.0 0.6 0.5 -0.04
S -0.472819 3.932502 4.209668 -0.7 0.2 0.2 -0.17
C -0.205611 4.545180 2.510395 1.1 -0.6 -1.0 -0.61
C 1.129328 4.081911 1.835543 -0.6 0.3 -0.2 -0.85
C 0.807969 2.942671 0.856410 0.3 0.0 0.4 -0.54
S 2.299925 2.199045 0.139487 2.8 0.6 -0.4 1.36
O 3.276408 3.305980 0.012997 -1.7 -1.0 -0.3 -0.80
O 2.802432 1.158423 1.046553 -1.4 0.7 -0.8 -0.61
N 1.945054 1.722459 -1.415145 -1.4 -0.9 2.1 -0.45
S 0.984436 0.378750 -1.525949 2.0 -2.3 -2.3 1.12
O 1.011213 -0.035715 -2.945840 -0.4 1.3 1.6 -0.73
O 1.347540 -0.762967 -0.671936 -0.9 1.9 0.2 -0.66
C -0.764082 0.765981 -1.183683 -0.9 0.2 -0.2 0.13
O -1.448413 1.123029 -2.373951 0.1 0.5 0.2 -0.35
C -2.675540 1.730232 -2.013703 0.2 -0.2 0.2 -0.68
H -0.593844 0.475079 7.710283 0.1 0.0 -0.1 0.34
H -1.314441 -0.771761 6.697488 0.1 0.1 -0.1 0.31
H 0.160187 0.009609 6.150654 0.0 0.2 0.1 0.26
H -1.487980 2.229104 6.429080 -0.1 0.0 -0.2 0.25
H -2.686586 0.962476 6.086182 0.0 0.3 -0.2 0.46
H -2.817968 2.529011 3.583411 0.1 -0.1 0.1 0.33
H -3.337650 0.894923 4.074998 0.1 0.3 0.2 0.49
H -2.326300 1.664612 1.504620 0.2 -0.3 -0.3 0.04
H -1.230125 0.425250 2.253821 0.0 0.2 -0.3 0.28
H -2.926468 0.053910 2.003091 0.0 0.2 0.0 0.48
H -1.016569 4.268023 1.826118 -0.1 -0.1 0.4 0.32
H -0.194836 5.637715 2.505959 -0.2 -0.1 0.8 0.36
H 1.886721 3.812642 2.569536 -0.1 -0.1 0.0 0.35
H 1.527330 4.934865 1.277677 0.0 -0.2 0.0 0.50
H 0.275687 2.147483 1.388587 0.0 0.0 -0.3 -0.32
H 0.182821 3.332815 0.048451 0.2 -0.1 0.0 0.62
H -1.267910 -0.115126 -0.760868 0.6 -0.2 0.1 0.33
H -0.902824 1.584189 -0.468768 0.5 -0.2 0.1 -0.36
H -3.289099 0.985967 -1.484700 -0.3 0.2 -0.1 0.29
H -3.171336 2.115149 -2.904895 0.0 -0.3 -0.1 0.27
H -2.523977 2.586732 -1.337538 0.1 -0.1 0.0 0.24
C 4.422335 -0.731145 -1.541036 0.4 -0.3 0.2 -0.83
C 5.231909 0.444135 -2.041676 -0.7 -0.1 -0.2 -0.14
O 6.425497 0.651196 -1.252878 0.2 0.0 -0.1 -0.32
C 7.431671 -0.167831 -1.502215 -0.5 0.3 0.1 0.77
O 7.468985 -1.041750 -2.329443 0.2 -0.2 -0.1 -0.57
O 8.434652 0.142707 -0.665297 0.2 0.0 0.0 -0.34
C 9.561604 -0.717546 -0.777587 0.2 0.0 0.1 -0.65
H 4.198354 -0.616395 -0.480899 -0.2 0.2 0.0 0.22
H 3.486891 -0.811133 -2.087563 0.0 0.1 0.0 0.08
H 4.970947 -1.668451 -1.660133 0.0 0.0 -0.1 0.46
H 4.647800 1.356938 -1.943589 0.2 0.1 0.2 0.28
H 5.496397 0.333926 -3.094771 0.2 -0.1 0.1 0.32
H 9.910194 -0.779341 -1.807395 -0.1 -0.1 0.0 0.29
H 9.315054 -1.711627 -0.404040 0.0 0.0 -0.1 0.28
H 10.349987 -0.292061 -0.160493 -0.1 0.1 0.1 0.22
C 4.948233 3.116476 7.252454 0.0 0.1 0.2 -1.22
C 4.083441 3.854904 6.252072 0.3 -0.4 -0.2 0.05
O 3.135778 4.711156 6.910537 -0.1 0.1 0.0 -0.28
C 3.626288 5.853604 7.377370 -0.2 -0.3 -0.1 0.73
O 4.762002 6.235993 7.283974 0.2 0.1 0.0 -0.56
O 2.631297 6.513601 7.978138 -0.1 0.1 0.1 -0.32
C 3.037294 7.733929 8.593274 -0.1 0.2 0.1 -0.66
H 4.326144 2.580151 7.971226 0.0 -0.1 -0.1 0.31
H 5.594288 2.402197 6.741923 -0.1 0.0 0.0 0.37
H 5.576557 3.806182 7.816199 0.0 0.0 -0.1 0.33
H 3.492279 3.145686 5.674582 -0.2 0.1 0.1 0.13
H 4.684005 4.427541 5.545730 0.0 0.1 0.1 0.33
H 3.566070 8.373153 7.888808 0.1 -0.1 0.0 0.30
H 3.665516 7.527125 9.459501 0.1 0.0 -0.1 0.29
H 2.133268 8.239871 8.922721 -0.1 -0.1 0.0 0.22
C -2.843568 -3.669219 -3.806431 -0.1 -0.2 0.1 -1.08
C -3.614888 -2.372212 -3.929937 0.7 -0.1 0.0 -0.09
O -5.034450 -2.613005 -3.951618 -0.1 0.1 -0.1 -0.33
C -5.589861 -2.871634 -2.771882 0.1 0.0 -0.3 0.78
O -5.030991 -2.902811 -1.709984 0.0 0.0 0.2 -0.55
O -6.892077 -3.101726 -2.972852 -0.1 0.0 0.0 -0.34
C -7.600513 -3.471908 -1.791424 -0.2 -0.1 0.1 -0.65
H -3.142078 -4.367934 -4.590999 0.1 0.1 -0.1 0.20
H -1.772887 -3.483300 -3.886280 0.0 0.0 0.0 0.39
H -3.037851 -4.152812 -2.849386 0.0 0.1 0.0 0.32
H -3.369830 -1.892371 -4.875889 -0.3 0.0 0.0 0.31
H -3.351734 -1.673452 -3.136168 -0.2 -0.1 0.1 0.24
H -7.445420 -2.745865 -0.995703 0.1 -0.1 0.0 0.29
H -7.289962 -4.463236 -1.462644 0.1 0.1 0.1 0.29
H -8.656466 -3.497363 -2.048655 0.1 0.0 -0.2 0.22
C -3.350233 -8.957938 -8.041073 -0.1 0.1 0.2 -1.09
C -3.535795 -8.134686 -9.298907 0.3 -0.4 0.0 -0.18
O -4.593568 -7.179189 -9.152676 0.0 0.0 -0.1 -0.38
C -4.278364 -6.091532 -8.447040 -0.2 -0.1 0.0 0.78
O -3.207904 -5.850613 -7.960079 0.2 0.0 0.1 -0.55
O -5.361675 -5.319671 -8.375021 0.0 0.1 0.0 -0.37
C -5.184823 -4.146242 -7.576331 -0.1 0.3 0.2 -0.61
H -4.293330 -9.420705 -7.745817 0.0 -0.1 -0.1 0.29
H -2.608448 -9.740559 -8.203278 0.0 0.0 0.0 0.35
H -3.017095 -8.337098 -7.210271 0.1 0.0 -0.1 0.31
H -3.832005 -8.780500 -10.124470 -0.2 0.1 0.0 0.29
H -2.612357 -7.633357 -9.589652 0.0 0.1 0.1 0.31
H -4.317472 -3.574214 -7.900109 0.1 -0.1 0.0 0.31
H -5.089374 -4.420104 -6.526354 0.1 0.0 0.0 0.24
H -6.072950 -3.532384 -7.698522 -0.1 -0.2 -0.1 0.28
```
Forces are in eV/Å.

Summary:
Lowest unoccupied orbital energy   1.53 eV
Net charge   -1
Energy above the lowest of the compared OMol25 structures with the same formula, charge and spin   19.9 kcal per mole

2.
Formula: C26H53N8O6Y
Source: the OMol25 dataset
Level of theory: the ωB97M-V functional and the def2-TZVPD basis

Geometry as XYZ:
```
94
Properties=species:S:1:pos:R:3:forces:R:3:mulliken_charge:R:1
Y 0.053283 0.022855 1.158239 -1.8 -0.8 1.3 0.45
C 1.028183 1.862355 -3.563661 0.0 -0.1 0.3 -1.99
C 0.129183 1.511955 -2.361261 -0.1 0.3 -0.3 0.11
C -1.308317 1.513655 -2.914961 0.0 -0.1 0.3 -2.19
C -2.542417 1.590655 -2.003061 -0.1 0.4 -0.3 2.69
C -3.730617 2.025655 -2.864661 0.1 -0.1 0.1 -2.12
C -2.363817 2.597355 -0.870461 0.2 -0.2 0.0 -2.05
N -2.801917 0.227255 -1.394261 0.3 0.0 0.3 2.00
C -4.197017 -0.225845 -1.187361 -0.4 -0.3 0.1 -0.46
C -4.179717 -1.669545 -0.663061 0.1 0.2 0.0 -1.44
N -3.137017 -1.815445 0.340039 -0.4 -0.2 0.1 0.90
C -3.516417 -1.192945 1.615939 0.3 -0.1 0.0 -1.07
C -2.318617 -0.352845 1.996939 -0.9 -0.2 0.5 0.52
O -1.644117 -0.510345 3.012339 0.2 0.1 0.0 -0.60
O -1.907017 0.451555 1.072339 -3.7 1.1 -0.3 -0.61
C -2.571117 -3.155545 0.557839 0.2 -0.3 -0.2 0.52
C -1.322217 -3.031545 1.433739 -0.2 0.1 0.1 -2.06
C -2.276217 -3.979445 -0.707561 0.0 0.3 0.0 -2.43
C -1.152917 -3.605445 -1.705961 -0.2 -0.5 0.1 1.44
C -1.309117 -4.606645 -2.868861 0.1 0.3 0.1 -1.71
C 0.247083 -3.809245 -1.123061 -0.2 0.2 -0.1 -2.37
N -1.374417 -2.212645 -2.184261 0.0 0.0 -0.1 -0.22
C -0.342217 -1.668345 -3.072361 0.2 0.1 -0.1 -2.31
C 0.817783 -0.899645 -2.424261 -0.1 -0.3 -0.1 -1.36
N 0.597283 0.313855 -1.584961 0.0 0.1 -0.1 2.45
C 1.955683 0.650455 -1.081761 0.1 0.0 0.2 -1.49
C 2.363083 -0.097245 0.195939 1.8 0.0 -0.9 0.00
O 3.364583 0.260455 0.794239 -0.1 -0.1 -0.2 -0.53
O 1.576083 -1.042245 0.576139 3.0 -2.8 -1.2 -0.60
H 0.828483 2.885855 -3.870361 0.0 0.1 0.0 0.61
H 0.827783 1.219555 -4.418361 0.0 -0.1 -0.1 0.41
H 2.085383 1.808155 -3.325061 0.1 0.0 0.0 0.27
H 0.202983 2.340955 -1.652061 0.0 0.0 0.0 0.66
H -1.451117 0.694155 -3.614861 0.0 0.0 -0.1 0.12
H -1.346217 2.422355 -3.518261 0.0 0.0 0.0 0.60
H -3.496617 2.971555 -3.342561 0.1 0.1 0.0 0.48
H -4.619817 2.187855 -2.263461 -0.1 0.0 0.0 0.44
H -3.951117 1.313255 -3.654861 0.0 -0.1 -0.1 0.46
H -2.233717 3.592655 -1.285761 0.0 0.1 -0.1 0.45
H -1.496917 2.365155 -0.249461 -0.1 0.2 -0.1 0.33
H -3.245617 2.618455 -0.235161 -0.1 0.0 0.1 0.42
H -2.426817 0.273855 -0.408261 -0.1 -0.2 -0.6 0.01
H -2.252417 -0.547045 -1.826461 -0.1 0.3 0.2 -0.24
H -4.773817 -0.187645 -2.110461 0.1 0.1 0.0 0.61
H -4.664417 0.449755 -0.468461 0.0 0.0 -0.1 0.39
H -3.960717 -2.323045 -1.500461 -0.1 -0.1 0.0 0.35
H -5.181817 -1.930845 -0.294361 0.0 0.0 -0.1 0.38
H -3.734617 -1.924245 2.400839 0.0 0.1 -0.1 0.50
H -4.388217 -0.548945 1.484339 0.1 0.0 0.1 0.55
H -3.302917 -3.765445 1.116839 0.1 0.0 0.0 0.29
H -0.672517 -2.210445 1.066639 -0.3 -0.8 0.0 0.70
H -0.754417 -3.954345 1.400639 0.2 0.0 0.0 0.64
H -1.579617 -2.840245 2.471639 0.1 0.1 0.0 0.45
H -3.204217 -4.095145 -1.269761 0.0 -0.1 0.0 0.43
H -2.039317 -4.981045 -0.345061 0.0 0.0 0.0 0.64
H -1.194717 -5.622345 -2.503761 0.0 -0.2 0.0 0.45
H -0.554517 -4.452945 -3.634561 0.1 0.0 -0.1 0.41
H -2.289517 -4.522645 -3.333261 -0.2 0.0 0.0 0.45
H 0.269383 -4.725245 -0.542261 0.0 -0.1 0.1 0.38
H 0.568683 -2.990545 -0.489661 0.0 0.0 0.1 0.65
H 0.972283 -3.929145 -1.923861 0.1 0.0 -0.1 0.46
H -2.213817 -2.303845 -2.755261 0.1 0.1 0.0 0.35
H -0.833317 -1.033445 -3.809261 0.0 -0.1 0.0 0.36
H 0.141983 -2.464945 -3.650761 0.0 0.1 0.0 0.68
H 1.468083 -0.632145 -3.267361 0.1 0.0 0.1 0.53
H 1.376283 -1.592445 -1.796961 0.0 0.1 -0.1 0.92
H 2.019883 1.713555 -0.835861 0.0 -0.1 -0.1 0.56
H 2.734483 0.430455 -1.823461 -0.1 0.1 0.1 0.72
N 1.092983 0.266055 3.219739 0.3 0.2 1.1 -0.69
C 1.992583 1.441255 3.157939 0.0 0.3 0.0 0.11
C 1.940183 2.217955 4.485939 0.2 0.2 -0.2 -1.08
C 3.012483 3.295055 4.694439 0.0 -0.2 0.0 -1.13
C 4.438283 2.847255 4.357739 0.1 0.2 0.4 -0.83
N 4.622483 2.924255 2.919839 -0.1 0.1 -0.2 -0.14
C 5.454483 2.229755 2.168139 0.1 0.3 0.0 0.90
N 6.421583 1.471755 2.690639 -0.1 -0.1 0.0 -0.39
N 5.338483 2.334755 0.841939 0.2 0.1 -0.1 -0.40
C 1.624183 2.297855 1.908639 1.2 0.5 0.8 0.83
O 2.348283 3.221855 1.565539 -0.1 0.2 -0.1 -0.95
O 0.581183 1.949655 1.260139 0.1 2.0 0.0 -0.54
H 0.332483 0.471755 3.879539 0.2 -0.2 -0.2 0.36
H 1.599183 -0.537945 3.599039 -0.2 0.2 -0.1 0.31
H 3.008483 1.074855 2.978939 -0.3 0.0 0.0 0.58
H 2.039883 1.485455 5.293139 0.0 0.0 -0.1 0.45
H 0.957383 2.686455 4.586739 0.0 -0.1 0.1 0.49
H 2.972283 3.582155 5.746639 0.1 0.1 -0.1 0.48
H 2.780983 4.182555 4.105439 0.0 0.1 0.0 0.37
H 4.616183 1.824755 4.709839 0.0 0.0 0.0 0.46
H 5.145983 3.516655 4.858039 0.0 -0.1 0.0 0.44
H 3.844183 3.371655 2.414239 0.2 -0.2 0.0 0.20
H 6.642383 1.506555 3.669539 0.0 0.0 0.0 0.22
H 7.072283 1.008455 2.081739 0.1 0.0 0.1 0.21
H 4.495483 2.746355 0.471439 0.0 -0.1 0.0 0.21
H 5.855783 1.720255 0.235939 -0.1 0.0 0.1 0.22
```
Forces are in eV/Å.

Summary:
Lowest unoccupied orbital energy   -3.91 eV
Net charge   +2

Table of electronic energy (a.u.), in record order: -4003.83442 -1950.07267
Table of HOMO (eV), in record order: -6.29 -13.94
Table of frontier orbital gap (eV), in record order: 7.82 10.03